[1]
The following is a DFT calculation (ωB97M-V/def2-TZVPD) of a structure of composition C11H18BrCsN2O3Se3Te.

Gap between HOMO and LUMO (eV): 4.242
LUMO (Ha): 0.145
Multiplicity: 1
Net charge: -2

Element x y z (Å)
Cs1 0.8931 -0.6420 -0.4590
N1 0.1302 1.6748 1.9286
C1 -0.4906 2.8691 1.3627
C2 0.0797 3.0644 -0.0259
C3 -0.3146 1.9546 -1.0013
O1 -1.4965 1.5406 -0.9630
O2 0.6074 1.4881 -1.7236
H1 -0.3279 1.3217 2.7583
H2 1.1114 1.7920 2.1574
H3 -0.3680 3.7801 1.9672
H4 -1.5585 2.6647 1.2675
H5 1.1710 3.1173 0.0250
H6 -0.2701 4.0163 -0.4475
Se1 4.4699 -0.8392 1.9567
Se2 3.0106 -2.7514 1.9133
Te1 0.9853 -1.6852 3.1930
Se3 -0.6991 -3.4894 3.6461
C4 -4.7427 -0.7494 0.9717
C5 -3.7670 -1.4600 0.0838
C6 -4.1092 -2.0163 -1.1403
C7 -3.1602 -2.6185 -1.9457
C8 -1.8646 -2.6349 -1.4517
Br1 -0.4401 -3.4048 -2.4867
N2 -1.5152 -2.1247 -0.3076
C9 -2.4305 -1.5412 0.4579
H7 -5.7747 -1.0217 0.7398
H8 -4.6494 0.3332 0.8656
H9 -4.5617 -0.9948 2.0188
H10 -5.1420 -1.9674 -1.4722
H11 -3.3946 -3.0520 -2.9066
H12 -2.0640 -1.1385 1.3974
C10 4.2533 1.3566 -1.2023
C11 4.8749 0.1101 -1.8060
O3 4.2345 -1.0678 -1.3673
H13 4.7257 2.2705 -1.5785
H14 4.3373 1.3326 -0.1151
H15 3.1901 1.4023 -1.4436
H16 5.9520 0.0772 -1.5815
H17 4.7884 0.1337 -2.8973
H18 4.3263 -1.1009 -0.3881

[2]
The following is a DFT calculation (ωB97M-V/def2-TZVPD) of a structure of composition C11H5N2O5V.

Gap between HOMO and LUMO (alpha / beta) (eV): 8.721 / 8.841
LUMO (alpha / beta) (Ha): -0.162 / -0.206
Multiplicity: 4
Net charge: +1

Element x y z (Å)
O1 -2.8253 -4.4255 -2.3553
C1 -2.0253 -3.6852 -2.0319
V1 0.4465 0.6547 -1.7698
O2 2.0661 -1.8656 -0.5472
C2 1.6064 -0.9529 -1.0850
C3 1.8165 2.2769 -1.9606
O3 2.4363 3.2532 -2.0207
C4 -1.0361 1.3911 -2.6998
O4 -1.9175 1.8858 -3.3000
C5 0.7527 -0.2934 -3.5338
O5 0.5907 -0.8824 -4.4919
H1 -0.3194 -0.4494 -1.7444
N1 -0.3214 0.0344 5.7522
C6 -0.2980 0.1020 4.5813
C7 -0.2592 0.2076 3.1385
C8 -0.9260 -0.6563 2.2768
C9 -0.7406 -0.5503 0.9027
N2 0.0861 0.3678 0.3693
C10 0.7079 1.2316 1.1712
C11 0.5591 1.1661 2.5543
H2 -1.5921 -1.3984 2.6944
H3 -1.2490 -1.2553 0.2448
H4 1.3525 1.9664 0.6849
H5 1.0891 1.8771 3.1698

[3]
The following is a DFT calculation (ωB97M-V/def2-TZVPD) of an isolated molecule of C3H8O2.

Gap between HOMO and LUMO (eV): 10.957
LUMO (Ha): 0.030
Multiplicity: 1

Element x y z (Å)
C1 1.6097 -0.2091 0.2574
C2 0.2831 -0.0817 -0.4726
O1 -0.1358 -1.3764 -0.8546
C3 -0.7945 0.5505 0.3973
O2 -1.9977 0.5216 -0.3597
H1 1.4627 -0.5632 1.2839
H2 2.1399 0.7474 0.2900
H3 2.2375 -0.9367 -0.2637
H4 0.4089 0.5530 -1.3662
H5 -1.0514 -1.2662 -1.1520
H6 -0.8974 -0.0441 1.3169
H7 -0.5217 1.5806 0.6733
H8 -2.7433 0.5243 0.2500

[4]
The following is a DFT calculation (ωB97M-V/def2-TZVPD) of the ion C4H8N3O2 with charge +1.

Gap between HOMO and LUMO (eV): 9.052
LUMO (Ha): -0.177
Multiplicity: 1
Net charge: +1

Element x y z (Å)
C1 1.2355 1.4458 0.4478
C2 1.9877 0.3997 0.2060
C3 0.1673 -1.0241 0.2517
C4 -2.4827 0.8567 -0.3329
N1 -0.4637 0.1152 0.5735
N2 1.4474 -0.8478 0.1092
N3 -0.4676 -2.1757 0.0436
O1 3.2880 0.5957 -0.1256
O2 -1.7531 0.3268 0.7921
H1 1.0886 2.4502 0.3238
H2 -2.9836 1.7474 0.1381
H3 -3.1767 0.0258 -0.4930
H4 -1.6265 1.1874 -0.9925
H5 2.0072 -1.6235 0.0687
H6 -1.4719 -2.0884 0.1350
H7 -0.1586 -2.8514 -0.6556
H8 3.3627 1.4604 -0.4899

[5]
The following is a DFT calculation (ωB97M-V/def2-TZVPD) of a cluster of 10 separate species, C29H73F8N2O28P6 in total.

Gap between HOMO and LUMO (eV): 8.904
LUMO (Ha): 0.068
Multiplicity: 1
Net charge: -1

Element x y z (Å)
P1 16.4804 -29.9080 5.2322
F1 14.8494 -30.1627 5.0829
F2 16.4949 -28.8335 3.9778
F3 16.2498 -28.6861 6.3124
F4 18.0949 -29.7134 5.3678
F5 16.4153 -30.9727 6.5026
F6 16.6797 -31.1140 4.1548
C1 18.5573 -26.8049 8.2253
C2 19.8047 -27.6377 7.8843
C3 20.0435 -28.8891 8.7965
O1 20.0391 -28.5512 10.1819
C4 20.1955 -29.6887 11.0740
N1 19.8465 -27.9151 6.4400
H1 18.5903 -25.8790 7.6511
H2 18.5747 -26.4948 9.2701
H3 17.6430 -27.3924 8.1408
H4 20.6896 -27.0142 8.0126
H5 20.9689 -29.3080 8.4012
H6 19.3180 -29.6730 8.5789
H7 21.1002 -30.2826 10.9439
H8 19.3829 -30.4140 11.1155
H9 20.0330 -29.2643 12.0648
H10 20.5861 -28.6029 6.4461
H11 19.0631 -28.4295 6.0634
C5 17.7620 -34.3932 4.3488
C6 18.5420 -33.5599 5.4136
C7 19.6970 -34.2996 6.0573
O2 19.2563 -35.5072 6.6668
C8 20.1629 -35.9967 7.7479
N2 19.0619 -32.4392 4.6629
H12 17.0552 -33.8636 3.7101
H13 17.0481 -35.0069 4.8983
H14 18.5325 -34.9511 3.8166
H15 17.7960 -33.1401 6.0884
H16 20.1848 -33.7109 6.8342
H17 20.5261 -34.3933 5.3560
H18 20.6027 -35.1957 8.3421
H19 20.8890 -36.7214 7.3794
H20 19.5746 -36.6837 8.3561
H21 18.3372 -31.8977 4.2139
H22 19.5469 -31.8124 5.2890
C9 12.8610 -25.5935 -0.4225
O3 12.7390 -26.8913 -0.9150
P2 12.5976 -28.2109 0.0068
O4 12.6456 -29.4452 -0.7901
O5 11.2012 -27.9626 0.8148
C10 9.9881 -28.1967 0.1588
O6 13.7709 -27.9848 1.0851
C11 13.9535 -28.8171 2.2041
H23 13.3478 -25.6138 0.5525
H24 11.8389 -25.2332 -0.3062
H25 13.2971 -24.8757 -1.1173
H26 9.5489 -29.1289 0.5141
H27 10.0186 -28.2158 -0.9306
H28 9.3212 -27.4191 0.5312
H29 13.8688 -28.2605 3.1374
H30 14.9590 -29.2157 2.0692
H31 13.1684 -29.5720 2.2461
C12 14.8494 -25.6822 4.3918
O7 14.3846 -25.0035 3.1744
P3 15.4941 -24.2761 2.1926
O8 15.0238 -23.5687 0.9886
O9 16.2386 -23.2642 3.2082
C13 15.5435 -21.9763 3.5084
O10 16.6844 -25.4167 2.0114
C14 16.7865 -26.0844 0.7665
H32 15.6757 -26.3638 4.1897
H33 14.0567 -26.2964 4.8190
H34 15.1577 -24.9672 5.1546
H35 15.0673 -21.8638 4.4824
H36 14.7215 -21.8747 2.7999
H37 16.2738 -21.1674 3.5262
H38 17.8246 -26.1682 0.4449
H39 16.2640 -25.6018 -0.0595
H40 16.5308 -27.1387 0.8720
C15 21.0237 -26.1478 1.3293
O11 20.5199 -27.0245 0.2712
P4 20.2563 -28.6456 0.4209
O12 19.2089 -29.1228 -0.5221
O13 21.7801 -29.3026 0.2286
C16 22.0460 -30.7265 0.3027
O14 20.0875 -28.9033 2.0166
C17 18.8653 -28.8762 2.6833
H41 20.1567 -25.6401 1.7519
H42 21.6651 -25.3508 0.9531
H43 21.6367 -26.6247 2.0941
H44 21.1505 -31.2082 -0.0897
H45 22.2996 -31.0057 1.3253
H46 22.8891 -30.9049 -0.3648
H47 18.1489 -28.6365 1.8975
H48 18.9840 -28.1655 3.5012
H49 18.7016 -29.8386 3.1682
C18 18.1674 -32.5720 1.4315
O15 18.3080 -32.0638 0.0973
P5 17.5931 -32.8021 -1.1322
O16 17.8085 -34.2461 -1.2974
O17 16.0881 -32.2315 -0.9504
C19 15.9338 -30.8305 -0.9604
O18 18.2753 -31.8835 -2.2884
C20 19.5456 -32.0915 -2.7721
H50 17.8445 -31.6946 1.9918
H51 19.1012 -32.8775 1.9036
H52 17.3855 -33.3035 1.6354
H53 15.0691 -30.5012 -0.3841
H54 15.6245 -30.5980 -1.9794
H55 16.7991 -30.2970 -0.5671
H56 19.9714 -31.0903 -2.8378
H57 19.4968 -32.5383 -3.7652
H58 20.1824 -32.7686 -2.2028
C21 11.3883 -32.0059 3.9545
O19 11.2693 -32.5639 2.6515
P6 11.8559 -34.0884 2.3270
O20 11.3581 -35.1125 3.2673
O21 11.7190 -34.3012 0.7524
C22 12.0023 -35.6204 0.2396
O22 13.4865 -33.9430 2.5078
C23 14.2463 -32.7798 2.1409
H59 11.9116 -32.5914 4.7104
H60 10.3502 -31.8951 4.2679
H61 11.8483 -31.0198 4.0190
H62 12.7594 -35.3923 -0.5106
H63 11.0739 -36.0327 -0.1556
H64 12.3687 -36.3826 0.9273
H65 15.3225 -32.8758 2.2849
H66 13.9303 -32.0054 2.8399
H67 14.0668 -32.4008 1.1348
C24 11.7059 -29.6965 6.7191
C25 11.3106 -28.9023 7.9818
O23 10.9510 -30.0062 8.7980
C26 10.4033 -30.9602 7.9909
O24 9.7014 -31.8590 8.4546
O25 10.7697 -30.7152 6.6817
F7 10.2587 -28.0781 7.8004
H68 12.6740 -30.1687 6.8859
H69 11.7612 -29.0917 5.8140
H70 12.1174 -28.2724 8.3565
C27 16.1859 -29.5210 9.2207
C28 15.1279 -28.5131 9.2234
O26 15.6232 -27.6015 10.1955
C29 16.4545 -28.1426 10.9474
O27 16.9956 -27.6276 11.9337
O28 16.7329 -29.3352 10.4899
F8 14.0487 -29.0730 9.7684
H71 17.0016 -29.2768 8.5402
H72 15.7288 -30.4798 8.9759
H73 14.8921 -28.1157 8.2362